The following is a DFT calculation (ωB97M-V/def2-TZVPD) of a structure of composition C44H45CaN8O2S.

Structure (XYZ):
```
101
Properties=species:S:1:pos:R:3:forces:R:3:mulliken_charge:R:1
Ca 1.29088 0.34410 -0.67536 -1.05 0.02 0.68 1.74
C 1.94504 1.06096 -6.42822 -0.28 0.15 -0.68 -1.38
C 0.71222 0.87934 -5.47912 0.10 -0.25 -0.85 2.25
C -0.57548 0.55622 -6.20466 -0.70 0.22 -1.89 -1.88
C 0.62838 2.00605 -4.51561 2.41 0.56 1.90 0.31
C -0.21820 3.06617 -4.58739 -1.68 1.33 -0.37 0.03
C -0.25603 4.15063 -3.68572 0.90 -1.09 0.21 -1.05
C 0.57945 4.13498 -2.57742 -0.34 -0.66 -0.94 0.42
C 0.45729 5.21587 -1.57046 0.53 -0.75 1.65 -1.48
C 1.50755 3.06765 -2.47019 0.51 -0.13 -0.28 -0.63
C 1.62794 2.07884 -3.45657 -1.80 -0.60 -0.38 -0.63
H 1.99285 0.35470 -7.29351 -0.37 0.23 0.84 0.39
H 2.87615 0.92679 -5.87196 -0.06 0.17 0.00 0.33
H 1.95543 2.07089 -6.90301 -0.08 -0.58 0.54 0.33
H 0.85905 0.00406 -4.87388 0.57 -0.66 0.39 -0.97
H -0.91673 1.33703 -6.93276 0.49 -0.37 0.57 0.43
H -1.45352 0.36499 -5.58106 0.35 -0.03 0.31 0.38
H -0.40767 -0.34217 -6.83704 -0.14 0.41 0.44 0.40
H -0.98996 3.10218 -5.35136 0.20 -0.19 -0.19 0.30
H -0.92948 4.98716 -3.82388 -0.13 -0.17 -0.10 0.45
H -0.52516 5.22308 -1.06330 0.21 0.31 -0.65 0.31
H 0.75205 6.18029 -1.96423 -0.21 0.25 0.04 0.45
H 1.14178 4.93778 -0.75439 0.07 0.51 -0.07 0.30
H 2.23307 3.08137 -1.64362 -0.21 0.12 -0.20 0.75
H 2.33830 1.22159 -3.40893 -0.22 0.88 0.13 0.44
O 4.63985 3.40397 5.69819 -0.99 0.38 -1.65 -0.60
N 3.87600 3.62094 4.73454 1.21 1.52 3.16 1.02
O 3.59496 4.75066 4.35250 0.20 -1.00 -0.21 -0.58
C 3.27440 2.47429 4.13401 0.23 -0.42 -0.21 0.01
C 3.91354 1.30455 4.31490 1.05 -0.53 0.63 -0.66
C 3.56750 0.18769 3.49545 -1.07 -0.56 -0.95 0.94
C 4.07054 -1.11815 3.70470 -1.05 1.53 -1.29 -0.78
C 3.73348 -2.07724 2.79960 0.91 -1.90 0.81 -0.89
C 3.00710 -1.79327 1.66126 -0.05 1.28 -0.70 -0.48
N 2.54441 -0.57630 1.39179 -0.51 0.41 0.81 0.29
C 2.68100 0.36684 2.36552 1.38 0.00 0.74 -0.67
C 1.95524 1.61563 2.29043 -0.62 1.25 -0.41 -0.17
N 1.05437 1.80542 1.27136 -0.42 -0.24 1.30 0.24
C 0.14962 2.78626 1.38727 1.63 0.63 -0.40 -0.59
C 0.22799 3.81020 2.34279 0.79 -1.01 1.34 -1.28
C 1.25617 3.70472 3.31208 -1.22 0.92 -1.19 -0.30
C 2.15439 2.63873 3.27118 -0.35 -1.20 -1.25 0.43
H 4.77587 1.22418 5.04933 -1.31 0.19 -1.09 0.46
H 4.68991 -1.30519 4.52635 0.83 -0.37 1.08 0.58
H 4.12003 -3.09497 2.98727 -0.43 0.57 -0.38 0.37
H 2.84715 -2.49633 0.87299 -0.03 -0.62 -0.17 0.63
H -0.52678 2.90028 0.55856 -0.41 -0.21 -0.15 0.70
H -0.53103 4.59409 2.34274 0.41 -0.20 0.17 0.47
H 1.41094 4.47034 4.06418 -0.28 -0.07 -0.19 0.59
C -3.35772 -1.07986 -0.60118 -0.44 0.18 0.27 -0.53
C -3.33266 -2.20483 -1.41326 -0.71 0.03 -0.95 -0.88
C -2.12401 -2.58171 -1.97033 0.90 -0.57 0.10 -0.74
C -0.91988 -1.89428 -1.64584 -0.96 -0.53 -0.14 1.79
C -0.92491 -0.89904 -0.65274 1.26 0.95 -0.36 -0.73
C -2.17573 -0.51128 -0.17418 -0.30 0.63 0.33 -0.25
C 0.30405 -2.15364 -2.46105 -0.47 1.25 -0.30 -0.29
C 0.25100 -2.87102 -3.70807 1.33 -0.36 0.06 -0.95
C 1.42514 -3.00224 -4.42670 -0.40 0.82 0.84 -1.03
C 2.62996 -2.40995 -3.94927 -0.10 0.09 0.59 0.99
C 3.87629 -2.54970 -4.61880 -1.19 0.43 -0.23 -0.79
C 4.98985 -1.94721 -4.14438 1.49 -0.93 0.22 -0.63
C 4.98627 -1.28461 -2.87972 0.15 -0.36 -0.64 -0.85
C 3.79907 -1.08671 -2.23608 -1.17 0.69 -0.48 -0.38
C 2.56251 -1.62403 -2.73210 1.63 -1.32 -2.40 0.35
N 1.40750 -1.44374 -2.10284 -1.36 -1.46 0.18 0.30
H -4.27608 -0.57211 -0.29662 0.00 -0.57 -0.05 0.48
H -4.27760 -2.66342 -1.76319 0.73 0.14 0.39 0.39
H -2.06549 -3.46378 -2.62008 -0.27 0.44 0.13 0.33
H -2.32900 0.33842 0.51657 0.55 -0.42 -0.23 0.34
H -0.61692 -3.37335 -4.14943 0.10 0.52 0.73 0.28
H 1.37875 -3.50083 -5.38190 0.30 -0.17 -0.12 0.46
H 3.90481 -3.07539 -5.56830 -0.02 -0.07 0.14 0.42
H 5.90673 -2.18031 -4.72918 -0.46 0.67 0.84 0.37
H 5.92497 -0.99596 -2.41193 -0.22 0.35 -0.29 0.44
H 3.71038 -0.32165 -1.46759 0.45 -0.46 0.60 0.45
C -6.73057 -1.50378 3.77115 0.38 -0.66 1.26 -1.16
C -5.72231 -0.42357 4.05858 0.74 0.36 0.05 0.76
C -5.89803 0.89226 3.61675 -0.54 0.11 -0.23 -0.70
C -4.88558 1.79316 3.90260 0.74 -0.10 0.44 -0.10
N -3.75096 1.45797 4.50642 -0.15 -0.95 -0.18 -0.55
C -3.58963 0.14459 4.84613 -1.77 0.37 -0.09 0.26
S -2.10949 -0.27885 5.54835 0.81 -0.94 -0.03 -0.54
N -4.60241 -0.80591 4.71535 0.36 1.05 -0.78 -0.39
H -7.75872 -1.17204 3.91900 0.06 0.17 -0.38 0.44
H -6.56371 -2.27431 4.58085 -0.14 0.39 -1.23 0.27
H -6.57282 -1.89606 2.74724 -0.22 0.00 0.64 0.21
H -6.80147 1.23524 3.08897 0.47 -0.40 0.34 0.36
H -4.90268 2.85321 3.66884 -0.55 -0.05 -0.22 0.44
N -2.90943 -3.26457 4.95063 -0.14 0.35 -0.45 -0.15
C -3.05436 -3.81960 3.52886 1.12 1.32 -0.40 -0.36
C -1.66954 -3.88608 2.75864 -0.29 -0.91 0.28 -0.71
N -1.03489 -2.66649 2.32105 -0.09 0.73 0.50 -0.27
H -3.77258 -2.84648 5.29101 -1.01 -0.03 -0.27 0.41
H -2.42842 -2.27324 4.97510 0.70 -0.44 0.45 -0.12
H -2.62952 -3.93131 5.69665 0.38 0.61 -0.96 0.33
H -3.73754 -3.12788 2.96221 0.47 -0.76 0.81 0.17
H -3.42809 -4.82322 3.61307 -0.46 -0.32 -0.05 0.42
H -1.84115 -4.50831 1.84805 -0.02 0.31 0.73 0.38
H -0.95144 -4.47114 3.39246 -0.59 0.36 -0.32 0.27
H -1.19606 -1.86387 2.94411 0.13 -0.43 -0.36 0.24
H -1.22773 -2.39539 1.36076 -0.21 -0.08 0.32 0.08
```
Forces are in eV/Å.

Output
- HOMO-LUMO gap: 5.2 eV
- E_LUMO: -3.67 eV
- E_HOMO: -8.9 eV
- Molecular weight: 790.04 g mol⁻¹
- Total charge: +1
- Total energy: -3367.735024 Eh